(1)
C5H7F2N3O | ωB97M-V/def2-TZVPD

Last columns: bonded neighbours and bond lengths (Å).
Element x y z (Å)
1 C 3.17127 0.14812 1.28967  N6 1.374, N7 1.259, H12 1.137
2 C 2.51166 0.32668 -0.72000  N6 1.372, N8 1.351, H13 1.145
3 C -1.25838 0.66426 0.74915  C4 1.563, O9 1.360, H14 1.062, H15 1.063
4 C -0.82363 0.10012 -0.64252  C3 1.563, F10 1.310, H16 1.062
5 C 0.71007 -1.32347 -0.61999  N8 1.395, F11 1.357, H17 1.198
6 N 3.51153 0.76643 0.11033  C1 1.374, C2 1.372
7 N 2.18471 -0.63145 1.22980  C1 1.259, N8 1.368
8 N 1.74338 -0.56939 -0.06305  C2 1.351, C5 1.395, N7 1.368
9 O -2.23206 -0.04989 1.37472  C3 1.360, H18 0.973
10 F -0.16477 1.03564 -1.28131  C4 1.310
11 F 1.00577 -1.69575 -1.89151  C5 1.357
12 H 3.87241 0.23832 2.18043  C1 1.137
13 H 2.30242 0.60070 -1.81172  C2 1.145
14 H -0.31725 0.69260 1.24117  C3 1.062
15 H -1.65889 1.63098 0.56397  C3 1.063
16 H -1.57428 -0.16563 -1.34500  C4 1.062
17 H 0.27084 -2.23502 0.02209  C5 1.198
18 H -2.10923 -0.18149 2.33133  O9 0.973

## Properties
**HOMO-LUMO gap**: 10.1 eV
**Highest occupied orbital energy**: -9.36 eV
**Charge**: 0
**E_LUMO**: 0.0260 hartree
**Electronic energy**: -633.84219 a.u.

(2)
C5H7NO | ωB97M-V/def2-TZVPD

Last columns: bonded neighbours and bond lengths (Å).
Element x y z (Å)
1 C 1.41855 -1.09260 0.27041  C2 1.498, H8 1.094, H9 1.095, H10 1.096
2 C 0.39825 -0.00401 0.40330  C1 1.498, C3 1.357, C6 1.449
3 C 0.36526 0.98443 1.33258  C2 1.357, O4 1.354, H11 1.086
4 O -0.71728 1.78022 1.16165  C3 1.354, C5 1.359
5 C -1.41032 1.28598 0.10203  O4 1.359, C6 1.359, H12 1.081
6 C -0.77892 0.20008 -0.41716  C2 1.449, C5 1.359, N7 1.417
7 N -1.21515 -0.53406 -1.54850  C6 1.417, H13 1.010, H14 1.012
8 H 2.34822 -0.82420 0.78065  C1 1.094
9 H 1.65990 -1.28288 -0.78010  C1 1.095
10 H 1.07136 -2.03966 0.69859  C1 1.096
11 H 1.00206 1.23784 2.17462  C3 1.086
12 H -2.33110 1.79059 -0.15452  C5 1.081
13 H -0.78618 -1.44691 -1.60477  N7 1.010
14 H -1.02466 -0.05483 -2.41879  N7 1.012

## Properties
**HOMO-LUMO gap**: 9.2 eV
**SMILES**: Cc1cocc1N
**Highest occupied orbital energy**: -8.28 eV
**Charge**: 0
**E_LUMO**: 0.0336 hartree
**Electronic energy**: -324.69290 a.u.

(3)
C8H17FNO10S3 | ωB97M-V/def2-TZVPD

Last columns: bonded neighbours and bond lengths (Å).
Element x y z (Å)
1 O -0.38725 -4.29109 -1.30042  C2 1.242
2 C 0.07117 -3.31172 -1.91216  O1 1.242, O3 1.272, N4 1.506
3 O 0.63262 -3.45690 -3.04420  C2 1.272
4 N -0.08919 -1.98503 -1.21736  C2 1.506, C5 1.485, S13 1.713
5 C -0.73348 -0.96160 -2.07942  N4 1.485, C6 1.563, H17 1.131, H18 1.126
6 C -1.77007 -1.53872 -3.09752  C5 1.563, C7 1.576, H19 1.123, H20 1.131
7 C -2.97659 -2.32312 -2.45489  C6 1.576, C8 1.570, H21 1.124, H22 1.123
8 C -3.55284 -1.66831 -1.14908  C7 1.570, S9 1.858, H23 1.124, H24 1.120
9 S -5.38377 -1.93808 -0.98592  C8 1.858, O10 1.459, O11 1.461, O12 1.663
10 O -5.72640 -2.48023 0.32508  S9 1.459
11 O -5.86937 -2.89076 -1.98082  S9 1.461
12 O -6.12828 -0.47067 -1.22898  S9 1.663, H25 0.977
13 S 1.50389 -1.49698 -0.81830  N4 1.713, O14 1.455, O15 1.440, F16 1.633
14 O 1.48664 -0.32843 0.04792  S13 1.455
15 O 2.36266 -1.33123 -1.96169  S13 1.440
16 F 2.11469 -2.75996 0.01737  S13 1.633
17 H 0.07852 -0.47228 -2.69609  C5 1.131
18 H -1.17934 -0.11527 -1.48461  C5 1.126
19 H -1.29096 -2.16330 -3.89814  C6 1.123
20 H -2.19880 -0.64566 -3.64316  C6 1.131
21 H -2.58975 -3.34080 -2.17365  C7 1.124
22 H -3.75071 -2.44873 -3.25866  C7 1.123
23 H -3.11399 -2.21578 -0.27112  C8 1.124
24 H -3.36438 -0.56873 -1.05453  C8 1.120
25 H -5.44264 0.21103 -1.09167  O12 0.977
26 O 3.75758 4.72313 1.78088  S27 1.434
27 S 3.72582 4.00687 3.02293  O26 1.434, O28 1.432, O29 1.600, C32 1.766
28 O 4.88193 3.32914 3.52867  S27 1.432
29 O 2.49067 2.98968 3.00653  S27 1.600, C30 1.440
30 C 2.38100 2.05638 1.91492  O29 1.440, C31 1.514, H33 1.092, H34 1.090
31 C 3.33793 0.89341 2.06688  C30 1.514, H35 1.092, H36 1.086, H37 1.092
32 C 3.10548 5.07725 4.28386  S27 1.766, H38 1.088, H39 1.089, H40 1.088
33 H 2.52652 2.56544 0.95957  C30 1.092
34 H 1.35739 1.68206 1.92770  C30 1.090
35 H 4.37502 1.21975 1.96603  C31 1.092
36 H 3.14623 0.14183 1.30697  C31 1.086
37 H 3.23766 0.43640 3.05373  C31 1.092
38 H 2.19893 5.55862 3.92343  C32 1.088
39 H 3.87046 5.82366 4.49289  C32 1.089
40 H 2.90499 4.48873 5.17704  C32 1.088

## Properties
**HOMO-LUMO gap**: 7.3 eV
**Highest occupied orbital energy**: -5.23 eV
**Charge**: -1
**E_LUMO**: 0.0746 hartree
**Electronic energy**: -2416.62721 a.u.

(4)
C6H15NO | ωB97M-V/def2-TZVPD

Last columns: bonded neighbours and bond lengths (Å).
Element x y z (Å)
1 C 0.66314 -1.43204 1.73318  C2 1.546, H5 1.095, H6 1.120, H7 1.122
2 C 0.64017 -1.66802 0.20587  C1 1.546, C3 1.525, O4 1.424, H8 1.098
3 C 0.45895 -3.13948 -0.15049  C2 1.525, H9 1.112, H10 1.100, H11 1.125
4 O 1.87650 -1.19615 -0.31884  C2 1.424, H12 0.981
5 H 0.85441 -0.36961 1.91745  C1 1.095
6 H 1.46170 -2.09000 2.16073  C1 1.120
7 H -0.27371 -1.72506 2.27603  C1 1.122
8 H -0.22477 -1.15216 -0.23090  C2 1.098
9 H -0.45722 -3.43326 0.40743  C3 1.112
10 H 1.33749 -3.71180 0.18226  C3 1.100
11 H 0.31413 -3.35241 -1.24554  C3 1.125
12 H 1.88481 -0.21942 -0.23247  O4 0.981
13 C 0.55502 1.39251 -1.41245  C14 1.361, H17 1.101, H18 1.063
14 C -0.71259 1.51508 -0.93167  C13 1.361, N15 1.393, H19 1.093
15 N -1.13817 2.62417 -0.20409  C14 1.393, C16 1.455, H20 1.029
16 C -2.32649 2.33624 0.58526  N15 1.455, H21 1.118, H22 1.112, H23 1.102
17 H 1.33786 2.16348 -1.33926  C13 1.101
18 H 0.83000 0.47156 -1.86634  C13 1.063
19 H -1.46841 0.72663 -0.95734  C14 1.093
20 H -0.35973 2.99058 0.36102  N15 1.029
21 H -2.54831 3.23690 1.20944  C16 1.118
22 H -3.18708 2.16894 -0.09838  C16 1.112
23 H -2.21509 1.46994 1.25697  C16 1.102

## Properties
**HOMO-LUMO gap**: 9.3 eV
**SMILES**: CC(C)O.C=CNC
**Highest occupied orbital energy**: -8.39 eV
**Charge**: 0
**E_LUMO**: 0.0323 hartree
**Electronic energy**: -367.55186 a.u.